Entry 1:
Below is a 6-piece molecular cluster, C10H33N9O7 overall in a non-equilibrium geometry, with properties calculated with ωB97M-V/def2-TZVPD.

Atoms and positions in Å:
C 0.778 -1.155 0.119
O 1.697 -1.377 0.953
N 0.124 -0.007 0.088
N 0.274 -1.888 -0.879
H 0.188 0.558 0.923
H -0.604 0.178 -0.588
H 0.791 -2.738 -1.055
H -0.457 -1.402 -1.380
C 4.687 0.809 0.697
O 5.853 0.995 0.462
N 3.842 0.702 -0.254
N 4.175 0.555 1.860
H 2.961 0.284 0.009
H 4.204 0.627 -1.193
H 3.197 0.399 2.054
H 4.758 0.478 2.681
C 3.241 -3.807 3.315
O 2.204 -4.415 3.171
N 3.466 -2.609 2.859
N 4.236 -4.151 4.061
H 2.779 -2.109 2.313
H 4.290 -2.162 3.234
H 4.056 -4.964 4.632
H 5.070 -3.611 4.242
C 1.117 2.909 1.529
O 1.428 2.014 2.318
N 0.155 3.763 1.621
N 1.850 3.376 0.504
H 0.014 4.453 0.897
H -0.450 3.676 2.425
H 1.418 4.161 0.037
H 2.659 2.953 0.072
C -3.280 4.231 -0.338
O -3.008 3.391 -1.501
C -2.415 2.163 -1.108
C -2.357 1.314 -2.441
N -1.948 -0.049 -2.196
C -2.814 -0.851 -1.297
C -4.256 -1.047 -1.621
O -4.468 -1.294 -3.039
C -5.587 -2.161 -3.481
H -2.373 4.425 0.234
H -3.917 3.737 0.396
H -3.833 5.146 -0.551
H -3.028 1.587 -0.414
H -1.472 2.535 -0.708
H -1.599 1.592 -3.173
H -3.290 1.381 -3.000
H -1.975 -0.466 -3.116
H -2.718 -0.457 -0.285
H -2.260 -1.786 -1.220
H -4.839 -0.127 -1.600
H -4.726 -1.858 -1.065
H -5.548 -2.435 -4.536
H -6.531 -1.652 -3.282
H -5.570 -3.137 -2.996
O 3.296 -3.725 -0.149
H 4.013 -3.443 0.419
H 2.503 -3.507 0.341

Results
- net charge = -1
- ⟨S²⟩ = 0.75
- spin multiplicity = 2
- total energy (Eh) = -1420.29775
- LUMO (spin up / spin down) (eV) = 2.32 / 2.27
- HOMO-LUMO gap (spin up / spin down) (eV) = 1.968 / 9.039

---

Entry 2:
Below is C29H22N2O6STc as an isolated structure, with properties calculated with ωB97M-V/def2-TZVPD.

Atoms and positions in Å:
Tc 0.075 -0.438 -0.593
O -1.600 -1.013 -6.498
C -1.272 -0.820 -5.220
C -1.017 0.444 -4.679
C -0.676 0.518 -3.346
N -0.581 -0.568 -2.581
C -0.866 -1.773 -3.078
C -1.212 -1.951 -4.396
C -0.804 -2.852 -2.026
O -1.126 -3.991 -2.235
O -0.399 -2.366 -0.880
C -0.497 1.791 -2.588
O -0.817 2.857 -3.045
O 1.255 1.006 -1.143
H -1.636 -0.182 -6.988
H -1.100 1.352 -5.262
H -1.445 -2.937 -4.771
S 2.438 -1.085 3.244
C 1.089 -0.092 3.713
C 0.764 0.364 4.984
C -0.339 1.184 5.118
C -1.087 1.559 4.001
C -0.762 1.110 2.736
C 0.327 0.249 2.591
N 0.793 -0.335 1.416
C 1.905 -1.018 1.619
C 2.568 -1.579 0.470
C 3.769 -2.290 0.507
C 4.331 -2.714 -0.679
C 3.700 -2.422 -1.886
C 2.499 -1.725 -1.916
C 1.917 -1.303 -0.732
H 1.361 0.091 5.843
H -0.613 1.555 6.094
H -1.918 2.239 4.121
H -1.294 1.500 1.877
H 4.260 -2.503 1.448
H 5.261 -3.265 -0.675
H 4.152 -2.744 -2.814
H 2.034 -1.512 -2.869
C -1.734 -2.672 1.956
C -2.502 -1.944 0.882
O -1.812 -0.721 0.457
H -2.273 -3.579 2.227
H -1.632 -2.065 2.857
H -0.747 -2.963 1.598
H -3.487 -1.621 1.227
H -2.633 -2.551 -0.007
H -1.843 -0.127 1.219
C 0.088 1.631 -1.192
C -0.173 2.694 -0.201
C 0.842 3.068 0.677
C 0.611 4.060 1.615
C -0.635 4.665 1.696
C -1.653 4.286 0.830
C -1.422 3.311 -0.125
H 1.809 2.586 0.612
H 1.404 4.361 2.286
H -0.812 5.439 2.431
H -2.620 4.766 0.888
H -2.209 3.038 -0.815

Results
- net charge = +1
- relative energy (zero: lowest compared OMol25 entry of this formula, charge and spin) (eV) = 0.000
- total energy (Eh) = -2158.09730
- LUMO (spin up / spin down) (eV) = -4.54 / -4.53
- HOMO-LUMO gap (spin up / spin down) (eV) = 6.959 / 6.864

---

Entry 3:
Below is C10H38CrN16O10 as an isolated structure in a non-equilibrium geometry, with properties calculated with ωB97M-V/def2-TZVPD.

Atoms and positions in Å:
Cr 1.785 2.533 0.905
C 2.852 2.226 -2.126
O 3.122 2.816 -0.846
H 1.823 2.386 -2.451
H 3.540 2.622 -2.873
H 3.105 1.166 -2.131
C -0.327 0.524 -0.404
O 0.538 0.671 0.656
H -0.434 -0.524 -0.682
H -1.346 0.852 -0.198
H -0.015 1.132 -1.254
C -0.613 2.637 3.068
O 0.485 2.972 2.571
N -1.411 1.698 2.674
N -1.041 3.215 4.102
H -1.070 1.092 1.942
H -2.368 1.547 2.961
H -1.969 2.904 4.352
H -0.694 4.134 4.335
C 1.038 -0.914 4.372
O 0.117 -1.480 4.858
N 1.323 -1.062 3.156
N 1.768 -0.068 5.027
H 0.739 -1.644 2.574
H 1.663 -0.256 2.651
H 2.654 0.298 4.708
H 1.393 0.038 5.959
C -1.435 -2.885 1.903
O -0.302 -3.164 1.506
N -2.341 -3.770 2.084
N -1.959 -1.697 1.885
H -3.215 -3.526 2.526
H -2.086 -4.739 2.207
H -1.421 -0.914 1.543
H -2.905 -1.535 2.200
C 4.205 0.569 1.432
O 3.218 1.231 1.767
N 4.862 0.798 0.344
N 4.821 -0.341 2.160
H 4.447 1.447 -0.310
H 5.696 0.264 0.144
H 4.474 -0.338 3.108
H 5.460 -1.059 1.848
C -3.981 -1.658 -1.791
O -4.276 -0.526 -1.930
N -3.077 -2.079 -0.941
N -4.628 -2.697 -2.290
H -3.095 -3.051 -0.666
H -2.533 -1.367 -0.476
H -5.357 -2.474 -2.953
H -4.350 -3.665 -2.219
C -3.539 2.611 -2.408
O -3.504 3.758 -2.841
N -4.005 2.247 -1.223
N -3.034 1.563 -3.064
H -4.057 1.298 -0.884
H -4.324 3.030 -0.670
H -3.439 0.711 -2.704
H -2.438 1.701 -3.869
C 2.969 -2.439 -0.602
O 4.036 -2.851 -1.038
N 2.404 -1.417 -1.234
N 2.353 -2.789 0.505
H 2.912 -0.994 -1.998
H 1.806 -0.828 -0.673
H 1.444 -2.399 0.708
H 2.666 -3.524 1.124
C -0.327 0.976 -5.176
O -1.233 1.766 -5.389
N -0.345 0.068 -4.216
N 0.832 1.085 -5.764
H -1.101 0.035 -3.547
H 0.592 -0.230 -3.984
H 0.808 1.734 -6.537
H 1.646 0.546 -5.504

Results
- net charge = -1
- ⟨S²⟩ = 8.76
- spin multiplicity = 6
- total energy (Eh) = -3077.01364
- LUMO (spin up / spin down) (eV) = 1.75 / 1.73
- HOMO-LUMO gap (spin up / spin down) (eV) = 2.682 / 6.230

---

Entry 4:
Below is C33H31AsBrCrF5N3O4PS as an isolated structure in a non-equilibrium geometry, with properties calculated with ωB97M-V/def2-TZVPD.

Atoms and positions in Å:
Cr 0.240 1.539 0.428
F -2.068 1.537 6.535
C -2.107 1.542 5.218
C -1.093 0.931 4.494
F -0.063 0.344 5.110
C -1.146 0.960 3.120
F -0.166 0.334 2.408
C -2.130 1.627 2.412
S -2.060 1.730 0.666
C -3.149 2.219 3.154
F -4.129 2.849 2.526
C -3.147 2.171 4.542
F -4.115 2.749 5.224
C 0.841 1.584 -4.998
C 0.688 2.390 -3.744
C 0.601 3.782 -3.730
C 0.433 4.460 -2.531
C 0.345 3.716 -1.378
Br 0.138 4.466 0.339
N 0.409 2.379 -1.356
C 0.598 1.742 -2.523
H 0.907 2.222 -5.876
H -0.017 0.919 -5.121
H 1.736 0.962 -4.957
H 0.666 4.339 -4.656
H 0.363 5.538 -2.489
H 0.666 0.665 -2.476
O 0.159 -0.263 -0.199
As -0.899 -1.418 -0.874
C -1.797 -2.513 0.438
C -1.304 -3.783 0.730
C -1.996 -4.591 1.619
C -3.166 -4.135 2.208
C -3.663 -2.875 1.897
C -2.988 -2.062 1.001
C -2.209 -0.853 -2.174
C -2.735 -1.910 -2.918
C -3.733 -1.661 -3.846
C -4.211 -0.369 -4.015
C -3.709 0.673 -3.246
C -2.707 0.436 -2.317
C 0.488 -2.519 -1.665
C 1.497 -2.906 -0.773
C 2.523 -3.738 -1.203
C 2.552 -4.173 -2.526
C 1.562 -3.773 -3.411
C 0.527 -2.946 -2.984
H -0.402 -4.147 0.257
H -1.626 -5.583 1.840
H -3.704 -4.770 2.898
H -4.589 -2.533 2.339
H -3.399 -1.104 0.721
H -2.383 -2.922 -2.747
H -4.149 -2.476 -4.424
H -4.997 -0.176 -4.733
H -4.114 1.670 -3.358
H -2.351 1.243 -1.694
H 1.413 -2.614 0.272
H 3.274 -4.091 -0.506
H 3.333 -4.845 -2.854
H 1.586 -4.122 -4.435
H -0.242 -2.639 -3.681
N 3.669 3.490 4.615
C 3.158 2.111 4.312
P 2.941 2.106 2.454
O 3.918 3.117 1.990
O 1.481 2.248 2.115
C 3.531 0.403 1.914
N 3.744 -0.955 -0.260
H 4.171 3.792 3.742
H 4.285 3.530 5.427
H 2.909 4.155 4.761
H 2.238 1.900 4.852
H 3.915 1.385 4.606
H 3.104 -0.408 2.514
H 4.618 0.394 2.042
H 4.598 -1.315 0.172
H 3.951 -0.667 -1.222
H 3.033 -1.715 -0.332
O 2.485 0.959 -0.170
C 3.174 0.262 0.490

Results
- net charge = +3
- ⟨S²⟩ = 3.85
- spin multiplicity = 4
- relative energy (zero: lowest compared OMol25 entry of this formula, charge and spin) (eV) = 1.662
- total energy (Eh) = -8833.65136
- LUMO (spin up / spin down) (eV) = -9.06 / -8.69
- HOMO-LUMO gap (spin up / spin down) (eV) = 6.273 / 6.726

---

Entry 5:
Below is a 8-piece molecular cluster, C27H50O24 overall in a non-equilibrium geometry, with properties calculated with ωB97M-V/def2-TZVPD.

Atoms and positions in Å:
C 2.522 -3.134 -8.736
C 3.240 -1.942 -8.087
O 2.586 -1.480 -6.975
C 1.667 -0.440 -7.082
O 1.283 0.074 -8.127
O 1.201 -0.165 -5.819
C 0.545 1.076 -5.589
H 1.471 -2.952 -8.959
H 2.457 -3.981 -8.052
H 2.984 -3.387 -9.690
H 3.461 -1.177 -8.831
H 4.215 -2.289 -7.746
H 0.788 1.821 -6.346
H 0.821 1.386 -4.581
H -0.501 0.817 -5.749
C 4.269 -0.886 6.813
C 2.749 -1.044 6.527
O 2.526 -1.532 5.181
C 1.364 -1.584 4.708
O 0.284 -1.288 5.304
O 1.525 -1.998 3.415
C 0.364 -2.356 2.689
H 4.943 -1.518 6.235
H 4.535 -1.166 7.833
H 4.493 0.176 6.704
H 2.144 -0.163 6.743
H 2.464 -1.879 7.168
H -0.035 -3.350 2.892
H 0.886 -2.504 1.743
H -0.483 -1.670 2.689
C 1.243 4.175 -0.841
C 0.060 5.047 -0.340
O -0.228 4.862 1.041
C 0.235 5.587 2.002
O 1.022 6.538 1.920
O -0.488 5.242 3.167
C -0.195 5.716 4.427
H 0.991 3.118 -0.758
H 2.122 4.201 -0.197
H 1.751 4.398 -1.779
H -0.850 4.776 -0.874
H 0.429 6.051 -0.548
H 0.815 5.468 4.752
H -0.837 5.398 5.249
H -0.216 6.806 4.429
C -2.990 -2.822 0.788
O -2.800 -2.422 2.141
C -3.505 -1.597 2.874
O -3.227 -1.251 4.043
O -4.461 -0.981 2.173
C -5.364 -0.144 2.985
H -4.045 -3.066 0.662
H -2.295 -3.649 0.641
H -2.777 -2.086 0.014
H -5.842 -0.564 3.870
H -6.216 0.234 2.420
H -4.939 0.761 3.418
C 0.448 -0.173 -1.270
O -0.642 0.677 -1.404
C -1.614 0.714 -0.485
O -1.597 0.088 0.606
O -2.478 1.703 -0.845
C -3.609 2.036 -0.044
H 1.076 0.212 -0.467
H 1.031 -0.314 -2.180
H 0.294 -1.164 -0.844
H -3.950 1.096 0.390
H -4.443 2.448 -0.612
H -3.579 2.760 0.770
C -3.204 3.644 3.463
O -2.753 2.524 4.157
C -1.689 1.830 3.938
O -1.445 0.735 4.455
O -0.998 2.279 2.859
C 0.332 1.805 2.573
H -3.097 4.612 3.954
H -4.273 3.679 3.255
H -2.678 3.803 2.522
H 0.277 0.795 2.166
H 0.981 1.771 3.449
H 0.875 2.400 1.839
O 1.661 -3.107 -0.547
C 2.761 -3.477 -0.912
O 3.447 -3.130 -2.054
C 4.743 -3.612 -2.068
C 5.021 -4.116 -0.704
O 3.686 -4.029 -0.097
H 4.917 -4.339 -2.861
H 5.426 -2.766 -2.145
H 5.732 -3.486 -0.170
H 5.458 -5.111 -0.791
O -0.958 -4.669 -3.174
C -1.577 -3.615 -3.279
O -2.429 -3.192 -2.373
C -3.141 -2.058 -2.788
C -2.389 -1.666 -4.107
O -1.406 -2.642 -4.237
H -4.130 -2.467 -2.996
H -3.119 -1.318 -1.988
H -1.935 -0.675 -4.075
H -3.198 -1.744 -4.833

Results
- net charge = 0
- relative energy (zero: lowest compared OMol25 entry of this formula, charge and spin) (eV) = 1.662
- total energy (Eh) = -2864.42076
- structure (SMILES) = CCOC(=O)OC.CCOC(=O)OC.CCOC(=O)OC.COC(=O)OC.COC(=O)OC.COC(=O)OC.O=C1OCCO1.O=C1OCCO1
- LUMO (eV) = 0.36
- HOMO-LUMO gap (eV) = 9.724

---

Entry 6:
Below is a 9-piece molecular cluster, C18H56N2O14 overall in a non-equilibrium geometry, with properties calculated with ωB97M-V/def2-TZVPD.

Atoms and positions in Å:
C -2.647 -0.584 3.935
O -3.710 0.251 3.876
C -4.865 -0.030 4.691
C -4.717 0.671 6.027
C -5.789 0.272 7.042
N -4.759 2.106 5.810
H -1.916 -0.050 3.328
H -2.967 -1.496 3.433
H -2.177 -0.689 4.913
H -5.797 0.222 4.185
H -5.003 -1.110 4.732
H -3.727 0.551 6.467
H -5.509 -0.744 7.321
H -6.739 0.293 6.508
H -5.872 0.857 7.958
H -4.092 2.555 5.197
H -4.643 2.617 6.673
C 6.220 4.242 -4.634
O 6.338 3.722 -3.365
C 6.373 2.327 -3.105
C 5.152 1.457 -3.545
C 3.813 2.090 -3.234
N 5.238 0.108 -2.919
H 5.151 4.078 -4.767
H 6.501 3.607 -5.474
H 6.294 5.311 -4.834
H 7.295 1.907 -3.507
H 6.365 2.288 -2.016
H 5.338 1.346 -4.613
H 3.621 3.045 -3.724
H 3.701 2.151 -2.151
H 3.063 1.426 -3.663
H 4.440 -0.503 -3.016
H 5.939 -0.461 -3.371
O -2.682 3.082 -0.044
C -1.734 4.148 0.086
C -1.909 4.594 1.528
O -1.651 3.640 2.495
H -3.527 3.141 0.409
H -0.820 3.601 -0.148
H -1.790 4.944 -0.657
H -2.949 4.910 1.596
H -1.308 5.496 1.643
H -2.216 2.874 2.368
O -2.845 -0.043 -3.803
C -3.614 0.229 -4.989
C -3.146 1.500 -5.794
O -3.192 2.722 -5.087
H -3.038 0.607 -3.124
H -3.741 -0.713 -5.523
H -4.573 0.628 -4.658
H -3.869 1.679 -6.589
H -2.216 1.189 -6.269
H -4.119 2.943 -4.970
O -4.189 -4.243 -2.522
C -3.824 -5.561 -2.917
C -4.118 -5.902 -4.338
O -5.515 -5.859 -4.433
H -3.589 -3.600 -2.905
H -2.755 -5.703 -2.760
H -4.138 -6.378 -2.267
H -3.616 -6.795 -4.708
H -3.724 -5.154 -5.026
H -5.769 -5.008 -4.069
O 2.712 2.739 2.786
C 3.621 2.834 3.789
C 3.768 4.361 4.247
O 4.472 5.015 3.156
H 1.870 2.934 3.204
H 3.158 2.316 4.629
H 4.571 2.383 3.501
H 4.217 4.546 5.223
H 2.837 4.927 4.226
H 5.210 5.553 3.454
O 4.851 -7.525 1.956
C 4.298 -6.262 2.286
C 2.774 -6.198 2.069
O 2.112 -5.052 2.517
H 4.563 -8.120 2.652
H 4.443 -5.999 3.333
H 4.696 -5.420 1.720
H 2.484 -7.142 2.529
H 2.549 -6.292 1.007
H 2.095 -4.469 1.754
O 1.015 -1.465 -0.794
H 1.807 -0.945 -0.663
H 0.368 -0.840 -1.120
O 2.102 -4.015 -3.657
H 1.362 -3.757 -3.108
H 2.309 -4.907 -3.379

Results
- net charge = 0
- relative energy (zero: lowest compared OMol25 entry of this formula, charge and spin) (eV) = 4.116
- total energy (Eh) = -1881.98257
- structure (SMILES) = COC[C@H](C)N.COC[C@H](C)N.OCCO.OCCO.OCCO.OCCO.OCCO.O.O
- LUMO (eV) = 0.09
- HOMO-LUMO gap (eV) = 8.984

---

Number 3 is which compound? C10H38CrN16O10